Entry 1:
C32H60CuN2OP3 | ωB97M-V/def2-TZVPD

Summary:
Molar mass = 645.31 g/mol
Spin multiplicity = 2
E_tot = -4104.23008 Ha
ΔE to the lowest compared entry with this formula, charge and spin = 81.6 kcal/mol
Highest occupied orbital energy (spin up / spin down) = -10.10 / -9.98 eV
⟨S²⟩ = 0.774
Charge = +1

Structure (XYZ):
```
99
Properties=species:S:1:pos:R:3:lowdin_spin:R:1
C 2.50922 0.68672 -1.29421 0.0022
C 0.70992 -0.44991 -2.18387 0.0095
C 3.19106 0.69510 -2.51745 0.0063
C 1.18274 -0.18186 -3.48639 0.0113
C 2.46137 0.35212 -3.65520 0.0031
H 4.23572 1.02535 -2.51858 0.0002
H 0.46869 -0.30840 -4.30201 0.0007
H 2.93681 0.48059 -4.62427 0.0002
N 1.24986 0.26362 -1.17129 0.0110
P 2.05118 1.08684 1.40432 0.0124
P -1.94456 -1.22196 -1.15028 0.0323
C 3.25085 0.89204 0.02806 0.0033
H 3.89451 -0.01234 0.14339 0.0000
H 3.90583 1.76811 -0.08585 0.0002
C -1.55220 -0.59031 0.61455 0.1468
O -2.17444 -0.77240 1.64310 0.1126
C -0.22812 -1.56979 -1.84017 0.0996
H -0.29413 -2.19617 -2.68958 0.0052
C -2.74498 -2.89256 -1.42787 0.0088
C -3.14164 0.20070 -1.52016 0.0044
C 2.50321 -0.05233 2.84103 0.0035
C 2.33481 2.90450 1.73579 -0.0003
C -2.88819 -3.57975 -0.06289 -0.0001
H -3.54330 -3.02918 0.63028 -0.0001
H -3.29586 -4.59650 -0.22639 -0.0001
H -1.91534 -3.69636 0.43380 -0.0002
C -4.07107 -2.86751 -2.20579 0.0010
H -4.90298 -2.35232 -1.72625 0.0001
H -3.88301 -2.44962 -3.20397 -0.0001
H -4.38358 -3.91189 -2.37390 0.0005
C -1.90820 -3.82588 -2.32380 0.0006
H -2.31135 -4.84898 -2.30649 0.0004
H -1.96296 -3.51513 -3.37161 0.0000
H -0.87190 -3.88460 -2.00913 -0.0004
C -4.35732 0.03793 -0.56179 -0.0013
H -4.07695 0.02779 0.49714 -0.0003
H -5.07945 0.85950 -0.71019 -0.0002
H -4.90708 -0.89335 -0.74979 0.0000
C -2.45565 1.56943 -1.32443 0.0086
H -1.75945 1.64918 -0.47556 0.0069
H -1.88654 1.86016 -2.23180 0.0000
H -3.23631 2.34046 -1.18865 0.0010
C -3.63467 0.22556 -2.97674 0.0003
H -4.17600 -0.67536 -3.28309 0.0000
H -4.31388 1.08658 -3.10179 0.0002
H -2.79123 0.37852 -3.67199 -0.0002
C 1.45846 3.38398 2.90987 0.0000
H 1.68636 4.44940 3.09929 0.0000
H 0.38137 3.30623 2.67343 0.0000
H 1.67309 2.82116 3.83346 0.0000
C 1.91136 3.67129 0.45866 0.0001
H 2.55312 3.45507 -0.41135 0.0000
H 0.86629 3.43881 0.19202 0.0002
H 1.97220 4.75774 0.64753 0.0000
C 3.79701 3.23423 2.06633 -0.0003
H 3.96072 4.30945 1.90117 -0.0001
H 4.03864 3.03834 3.11361 0.0000
H 4.52375 2.69493 1.45358 0.0000
C 2.88386 -1.43195 2.31883 0.0018
H 3.73978 -1.40935 1.63476 0.0000
H 3.11927 -2.09177 3.16807 -0.0001
H 2.03658 -1.89429 1.79403 0.0014
C 1.22431 -0.20246 3.70888 -0.0007
H 0.41380 -0.65071 3.10662 -0.0007
H 1.44609 -0.87511 4.55734 0.0000
H 0.87526 0.77089 4.09871 0.0000
C 3.63488 0.54010 3.67099 0.0017
H 4.52994 0.74845 3.07225 0.0001
H 3.33314 1.44903 4.20817 0.0001
H 3.90103 -0.19868 4.43980 0.0002
Cu 0.34132 -0.05344 0.59161 0.1681
N 0.70087 -2.14826 0.41533 0.3009
C 0.59880 -2.82205 -0.60792 0.0085
C 1.25480 -4.36417 -0.68655 0.0202
C 1.17915 -5.02427 -2.07670 0.0035
C 2.73320 -4.26508 -0.31094 0.0004
C 0.53227 -5.21914 0.35873 0.0013
H 0.21215 -5.52053 -2.26257 0.0000
H 1.43468 -4.30478 -2.87615 0.0002
H 1.91175 -5.85628 -2.18357 0.0014
H 2.88735 -3.64188 0.58379 0.0008
H 3.15924 -5.25347 -0.08284 -0.0001
H 3.30327 -3.87591 -1.16981 0.0001
H 0.90000 -6.26444 0.36605 0.0000
H 0.71385 -4.78868 1.37480 0.0013
H -0.54021 -5.26560 0.13536 0.0001
C -1.87149 6.48775 1.41714 0.0000
P -1.31483 4.75253 1.24760 0.0001
C -2.83580 3.88332 1.80740 0.0000
C -1.53665 4.66874 -0.57233 0.0000
H -1.69731 6.71866 2.47542 0.0000
H -2.92173 6.67302 1.14323 0.0000
H -1.20528 7.09011 0.78717 0.0000
H -3.65088 3.96310 1.07367 0.0000
H -2.58110 2.82553 1.97410 0.0000
H -3.14891 4.32879 2.76258 0.0000
H -2.57961 4.43657 -0.83139 0.0000
H -1.25556 5.62903 -1.03110 0.0000
H -0.87713 3.87973 -0.95639 0.0000
```

Entry 2:
C4H24F12Li2N2O20S4 | ωB97M-V/def2-TZVPD

Summary:
Molar mass = 790.36 g/mol
E_tot = -4587.31591 Ha
ΔE to the lowest compared entry with this formula, charge and spin = 89.3 kcal/mol
Highest occupied orbital energy = -8.14 eV
Charge = 0

Structure (XYZ):
```
68
Properties=species:S:1:pos:R:3:nbo_charge:R:1
Li 4.25153 1.84176 -1.14350 0.9770
Li 2.05934 -1.86281 1.17045 0.9262
C 2.43207 -0.79935 -5.40825 0.7323
F 3.05303 -1.81849 -4.79642 -0.3277
F 1.93605 0.05197 -4.49085 -0.3240
F 3.33304 -0.17365 -6.15227 -0.3134
S 1.07804 -1.47502 -6.52247 2.1284
O 0.67066 -0.37985 -7.37680 -0.8855
O 1.66069 -2.56993 -7.26059 -0.9273
N -0.00497 -2.19798 -5.38745 -1.1297
S -1.25951 -1.31141 -5.57786 2.1988
O -1.09950 0.05141 -5.16184 -0.9654
O -1.94150 -1.41604 -6.84571 -0.9316
C -2.37139 -2.15341 -4.28753 0.7279
F -3.48644 -1.44054 -4.07902 -0.3222
F -2.73856 -3.37739 -4.70832 -0.3203
F -1.76283 -2.29673 -3.09246 -0.3385
C 1.56271 1.51988 2.65638 0.8042
F 0.44686 1.25604 3.28514 -0.2807
F 1.88893 2.77565 2.90740 -0.2903
F 2.57992 0.75196 3.04280 -0.3183
S 1.32959 1.18638 0.75871 2.1426
O 0.54916 2.23013 0.13945 -0.8698
O 2.66202 1.13676 0.16008 -1.0707
N 0.81704 -0.43404 0.74200 -1.2612
S -0.72737 -0.28414 0.46705 2.1618
O -1.42126 0.34653 1.59639 -0.9240
O -1.01762 0.18951 -0.86489 -0.9025
C -1.33334 -2.08783 0.45976 0.7597
F -2.64373 -2.08739 0.43547 -0.2783
F -0.91544 -2.76727 -0.58555 -0.2891
F -0.90587 -2.66208 1.60651 -0.3379
O -5.02526 -2.21879 -0.95413 -0.9616
H -4.73471 -1.28981 -0.92336 0.4849
H -4.37400 -2.65593 -1.51037 0.4619
O 4.18168 1.96033 5.28703 -0.9302
H 4.21588 1.15857 5.81945 0.4688
H 4.81832 1.81222 4.58049 0.4626
O -4.13334 -1.59018 2.93244 -0.9573
H -4.61996 -0.94502 2.40218 0.4952
H -4.69672 -1.75139 3.69902 0.4839
O 0.97439 4.74893 0.98329 -0.9838
H 0.72751 4.12943 0.28795 0.5095
H 0.14474 4.97147 1.42147 0.4954
O 2.75842 -2.09893 3.08931 -0.9826
H 2.45711 -2.67954 3.79859 0.5063
H 3.58561 -1.72436 3.41050 0.4977
O 3.61994 3.68893 -0.69209 -1.0505
H 3.88633 4.27235 -1.41573 0.4898
H 3.39149 4.29221 0.04129 0.5347
O -4.17621 0.51812 -1.21370 -0.9639
H -3.22251 0.39120 -1.32338 0.4916
H -4.46103 0.93129 -2.03637 0.4859
O 3.50969 -1.69634 -0.27393 -0.9807
H 4.26099 -2.09045 -0.73165 0.5051
H 3.49508 -0.77250 -0.54924 0.4912
O -1.79594 2.59847 5.32534 -0.9357
H -1.60367 1.87534 4.72062 0.4712
H -1.52792 2.26742 6.18800 0.4635
O 3.50209 5.41875 1.42456 -0.9780
H 3.89428 5.11241 2.24829 0.4786
H 2.53652 5.29604 1.54191 0.5123
O -2.50270 -0.31724 4.60122 -0.9642
H -2.72613 -0.77137 3.76607 0.5015
H -1.54568 -0.22343 4.57571 0.4456
O -4.74919 -4.32082 1.03845 -0.9272
H -4.95611 -3.66354 1.71075 0.4728
H -3.79029 -4.37646 1.04417 0.4549
```

Entry 3:
C4H5NO | ωB97M-V/def2-TZVPD

Summary:
Molar mass = 83.09 g/mol
E_tot = -285.27265 Ha
ΔE to the lowest compared entry with this formula, charge and spin = 89.1 kcal/mol
Highest occupied orbital energy (spin up / spin down) = -7.42 / -8.03 eV
Charge = 0

Structure (XYZ):
```
11
Properties=species:S:1:pos:R:3:nbo_charge:R:1
O -0.86737 1.50102 -1.13112 -0.6278
C -0.92645 0.46181 -0.29363 0.2674
C -0.21357 -0.76524 -0.56309 -0.5188
C 0.54090 -0.79586 0.78977 -0.3740
C 1.80814 -0.24427 0.81898 0.2111
N 2.85022 0.26011 0.70875 -0.3632
H -1.30129 2.28742 -0.75703 0.4992
H -1.56466 0.58196 0.56896 0.1746
H -0.62221 -1.71940 -0.33282 0.2538
H 0.37013 -0.70907 -1.48839 0.2545
H -0.07384 -0.85850 1.67962 0.2232
```

Entry 4:
C19H32Br14F4O3S | ωB97M-V/def2-TZVPD

Summary:
Molar mass = 1535.18 g/mol
SMILES string = O=C(F)C[C@H](OC(=O)S)C(F)(F)F.BrCCBr.BrCCBr.BrCCBr.BrCCBr.BrCCBr.BrCCBr.BrCCBr
E_tot = -37802.77852 Ha
Highest occupied orbital energy = -9.85 eV
Charge = 0

Structure (XYZ):
```
73
Properties=species:S:1:pos:R:3:lowdin_charge:R:1
O 1.82103 -0.84620 4.20957 0.1446
C 2.09882 -1.22278 3.09679 -0.4452
F 3.21489 -0.80702 2.50903 0.1427
C 1.18078 -2.10800 2.30553 -0.0303
C 1.81852 -2.94556 1.19574 -0.1828
O 3.19419 -3.15623 1.41536 -0.0177
C 3.60553 -4.42587 1.13117 -0.8225
O 3.13724 -5.41505 1.64451 0.0373
S 4.90069 -4.59715 -0.04736 0.8471
C 1.58641 -2.27983 -0.17365 -0.6033
F 0.41293 -2.68028 -0.65529 0.1506
F 2.50889 -2.64626 -1.06089 0.1314
F 1.60201 -0.95980 -0.12720 0.1612
H 0.71305 -2.78131 3.00135 0.1406
H 0.39849 -1.46150 1.91868 0.0080
H 1.27547 -3.87659 1.15557 0.1606
H 5.23310 -3.32760 -0.32595 -0.1131
Br -0.93087 0.52791 1.71857 0.6973
C -1.81975 1.54485 0.31615 -0.6656
C -0.87774 2.50645 -0.35364 -0.6718
Br -0.53420 4.06313 0.75963 0.6354
H -2.66927 2.04065 0.77594 0.0123
H -2.17445 0.80109 -0.39643 0.0408
H -1.31891 2.89794 -1.26820 0.0555
H 0.08559 2.06137 -0.57824 0.0521
Br 2.24589 -6.31676 5.25813 0.6027
C 3.45480 -7.37035 4.15608 -0.7045
C 3.40362 -8.83024 4.51535 -0.6977
Br 4.35458 -9.20677 6.17287 0.5946
H 4.44406 -6.94314 4.27982 0.0541
H 3.12123 -7.21676 3.13616 0.0294
H 3.90456 -9.42470 3.75492 0.0569
H 2.38990 -9.19190 4.64842 0.0481
Br -3.71514 -1.76413 2.39992 0.5762
C -4.80667 -1.11622 0.93345 -0.6915
C -4.92776 -2.13860 -0.16184 -0.6806
Br -3.29126 -2.24121 -1.21428 0.6184
H -4.35439 -0.19108 0.59068 0.0314
H -5.77845 -0.89923 1.37300 0.0347
H -5.70849 -1.85607 -0.86432 0.0589
H -5.12262 -3.13622 0.21567 0.0512
Br 1.93630 8.22071 -3.50988 0.6286
C 0.86160 8.36385 -1.89453 -0.6841
C 0.39344 7.01542 -1.42204 -0.7106
Br -1.06380 6.34392 -2.52303 0.5943
H 0.04079 9.03541 -2.12632 0.0154
H 1.51076 8.82550 -1.15416 0.0604
H -0.01248 7.08265 -0.41558 0.0423
H 1.17539 6.26443 -1.44432 0.0457
Br -1.43552 10.51482 -4.45143 0.6113
C -0.71813 9.35268 -5.83738 -0.7173
C -1.31046 9.66374 -7.18498 -0.6979
Br -3.12664 8.98383 -7.35094 0.6015
H -0.90738 8.33310 -5.51823 0.0359
H 0.35323 9.53556 -5.83901 0.0277
H -0.74401 9.16902 -7.97040 0.0575
H -1.35547 10.72845 -7.38663 0.0485
Br -3.83855 1.69151 3.42624 0.6333
C -4.95824 1.81057 5.01134 -0.6743
C -5.44538 0.45261 5.43884 -0.6843
Br -6.88285 -0.18541 4.29080 0.6133
H -5.76968 2.49179 4.77925 0.0501
H -4.32487 2.25050 5.77812 0.0604
H -5.87389 0.49827 6.43725 0.0584
H -4.66461 -0.30047 5.41211 0.0445
Br 5.11968 -3.86470 -3.34976 0.6265
C 4.24672 -4.94017 -4.71403 -0.6793
C 2.74939 -4.86346 -4.58569 -0.6916
Br 2.10441 -5.92764 -3.08970 0.6189
H 4.62593 -5.95064 -4.60796 0.0519
H 4.57252 -4.52844 -5.66642 0.0584
H 2.26958 -5.27961 -5.46847 0.0575
H 2.39596 -3.85074 -4.42382 0.0499
```

Entry 5:
C7H8F2N2 | ωB97M-V/def2-TZVPD

Summary:
Molar mass = 158.15 g/mol
SMILES string = CCC1=CN1/N=C1/CC1(F)F
E_tot = -580.50482 Ha
ΔE to the lowest compared entry with this formula, charge and spin = 140.9 kcal/mol
Highest occupied orbital energy (spin up / spin down) = -8.03 / -8.03 eV
Charge = 0

Structure (XYZ):
```
19
Properties=species:S:1:pos:R:3:nbo_charge:R:1
C 1.80189 0.55065 2.88607 -0.6082
C 0.60803 1.25339 2.22614 -0.4459
C -0.11796 0.20473 1.29339 0.2127
C -0.48279 -1.02678 0.97336 -0.1464
N -1.05629 0.21930 0.26825 -0.2525
N -0.90590 0.71137 -0.94798 -0.1702
C -0.86363 0.05084 -2.03470 0.0881
C -0.95969 0.05604 -3.47950 -0.4889
C -0.80860 -1.23581 -2.65724 0.6430
F 0.32940 -1.94158 -2.76089 -0.3195
F -1.80436 -2.19049 -2.71250 -0.3343
H 1.34555 -0.42232 3.41611 0.2168
H 2.36269 1.29392 3.56492 0.2250
H 2.51185 0.13465 2.14606 0.2193
H 0.73310 2.16389 1.63184 0.2340
H -0.07750 1.49258 2.97059 0.2275
H -0.49233 -2.05846 1.09352 0.2375
H -1.90382 0.23760 -3.68863 0.2267
H -0.21964 0.50649 -4.18882 0.2355
```

Entry 6:
CH4OS3 | ωB97M-V/def2-TZVPD

Summary:
Molar mass = 128.24 g/mol
SMILES string = CS[S@@H](=O)=S
E_tot = -1310.18045 Ha
ΔE to the lowest compared entry with this formula, charge and spin = 61.7 kcal/mol
Highest occupied orbital energy = -9.68 eV
Charge = 0

Structure (XYZ):
```
9
Properties=species:S:1:pos:R:3:nbo_charge:R:1
C -1.64366 -0.03052 0.44669 -0.7339
S -0.57281 1.39792 -0.01228 0.0258
S 1.54839 0.16064 -0.35483 1.1827
O 2.66465 0.84065 0.16470 -0.9182
S 1.38171 -1.65124 0.29059 -0.3654
H -2.40229 0.07520 1.18242 0.2401
H -0.83894 -0.74637 0.60824 0.2504
H -2.07190 -0.26206 -0.45280 0.2107
H 1.93484 0.21577 -1.87273 0.1076
```